Formula: C4H6N2
Source: OMol25
Level of theory: ωB97M-V/def2-TZVPD

- Total charge: 0
- Energy above the lowest of the compared OMol25 structures with the same formula, charge and spin: 62.36 kcal per mole
- E: -265.43620 hartree
- Gap between HOMO and LUMO: 0.326 Eh

```
12
C4H6N2 | OMol25 | ωB97M-V/def2-TZVPD
N -0.18 -1.05 0.07
N 1.97 -0.11 0.24
C -1.46 0.77 -0.38
C 0.62 0.06 0.03
C -1.48 -0.63 -0.08
C -0.15 1.18 -0.14
H -2.29 -1.36 -0.18
H 0.19 2.20 -0.21
H 2.50 0.76 0.41
H 0.13 -1.97 0.34
H -2.32 0.63 0.45
H 2.49 -0.54 -0.54
```

***

Formula: C4H11NO2
Source: OMol25
Level of theory: ωB97M-V/def2-TZVPD

- Total charge: 0
- Energy above the lowest of the compared OMol25 structures with the same formula, charge and spin: 8.66 kcal per mole
- E: -364.25438 hartree
- Gap between HOMO and LUMO: 0.381 Eh

```
18
C4H11NO2 | OMol25 | ωB97M-V/def2-TZVPD
O -0.89 0.97 1.59
O 2.44 3.73 -2.40
N 1.23 0.52 0.99
C -0.18 -1.44 -0.89
C -0.11 0.21 1.05
C -0.53 -1.21 0.59
C -2.01 -1.40 0.89
H 1.40 1.44 1.35
H 1.90 0.09 0.39
H 2.21 3.13 -1.68
H 0.04 -1.91 1.21
H -1.05 -1.18 -1.48
H -2.31 -2.38 0.57
H 0.31 -2.37 -1.14
H 1.82 4.44 -2.30
H -2.17 -1.35 1.97
H 0.53 -0.67 -1.22
H -2.65 -0.61 0.50
```

***

What did the second record say?
Formula: C4H11NO2
Source: OMol25
Level of theory: ωB97M-V/def2-TZVPD

- Total charge: 0
- Energy above the lowest of the compared OMol25 structures with the same formula, charge and spin: 8.66 kcal per mole
- E: -364.25438 hartree
- Gap between HOMO and LUMO: 0.381 Eh

```
18
C4H11NO2 | OMol25 | ωB97M-V/def2-TZVPD
O -0.89 0.97 1.59
O 2.44 3.73 -2.40
N 1.23 0.52 0.99
C -0.18 -1.44 -0.89
C -0.11 0.21 1.05
C -0.53 -1.21 0.59
C -2.01 -1.40 0.89
H 1.40 1.44 1.35
H 1.90 0.09 0.39
H 2.21 3.13 -1.68
H 0.04 -1.91 1.21
H -1.05 -1.18 -1.48
H -2.31 -2.38 0.57
H 0.31 -2.37 -1.14
H 1.82 4.44 -2.30
H -2.17 -1.35 1.97
H 0.53 -0.67 -1.22
H -2.65 -0.61 0.50
```